Record 1
{"formula": "C4H7NO", "method": "wB97M-V/def2-TZVPD", "total_charge": 0, "homo_energy_ev": -10.0, "e_lumo_ev": 0.97, "gap_ev": 11.00, "smiles": "[H]/N=C1/CCCO1", "species": ["C", "C", "H", "N", "C", "H", "H", "H", "H", "C", "H", "H", "O"], "coordinates": [[0.9732, 0.3131, 0.5261], [-0.6656, -0.6217, -0.9526], [1.4312, -1.2556, -0.9737], [-0.9679, 0.8768, 2.0238], [0.8381, -0.3438, -0.8640], [1.1238, 0.3604, -1.6522], [-1.9796, 0.8969, 1.8650], [1.5532, 1.2414, 0.4855], [1.4439, -0.3318, 1.2750], [-0.4711, 0.6028, 0.8986], [-0.9361, -1.5684, -0.4628], [-1.0817, -0.6045, -1.9600], [-1.2613, 0.4343, -0.2089]], "forces_ev_per_angstrom": [[0.0, 0.0, 0.0], [0.1, -0.2, -0.2], [-0.1, 0.2, 0.0], [0.1, 0.1, -0.4], [0.0, 0.0, -0.1], [0.0, -0.2, 0.1], [0.1, 0.2, 0.4], [-0.2, -0.1, 0.1], [-0.2, 0.1, -0.1], [0.0, 0.0, 0.3], [0.1, 0.0, -0.2], [0.1, 0.0, 0.1], [-0.1, 0.0, 0.0]], "nbo_charge": [-0.50, -0.07, 0.22, -0.66, -0.43, 0.21, 0.35, 0.24, 0.24, 0.55, 0.17, 0.20, -0.52]}

Record 2
{"formula": "C4H7NO", "method": "wB97M-V/def2-TZVPD", "total_charge": 0, "homo_energy_ev": -9.7, "e_lumo_ev": 0.98, "gap_ev": 10.64, "smiles": "C=CCN1CO1", "species": ["C", "H", "H", "H", "O", "H", "C", "H", "H", "C", "H", "C", "N"], "coordinates": [[-1.5608, -0.2995, 0.3155], [-2.0401, -0.8489, 1.1177], [-0.0194, 1.0557, -1.3274], [-1.8149, 0.7558, 0.2250], [1.9079, 1.2568, 0.3163], [1.3779, -0.0454, 1.8943], [0.3027, 0.0125, -1.2376], [0.6651, -0.3428, -2.2131], [-0.4955, -1.9247, -0.5211], [1.0235, 0.4950, 1.0221], [0.0057, 0.8755, 1.1449], [-0.7004, -0.8565, -0.5372], [1.3483, -0.1336, -0.1995]], "forces_ev_per_angstrom": [[-0.6, -0.4, -0.6], [-0.3, -0.1, -0.3], [-0.1, -0.1, 0.1], [0.2, -0.1, 0.2], [0.1, -0.7, -1.1], [0.2, 0.1, 0.2], [-0.1, 0.0, 0.3], [0.0, 0.0, 0.5], [0.0, 0.2, 0.1], [-0.5, -0.4, 0.7], [0.5, 0.2, 0.1], [-0.8, 0.0, -0.1], [1.3, 1.2, 0.0]], "nbo_charge": [-0.40, 0.21, 0.21, 0.19, -0.40, 0.16, -0.30, 0.22, 0.21, 0.05, 0.16, -0.19, -0.14]}

Record 3
{"formula": "C4H7NO", "method": "wB97M-V/def2-TZVPD", "total_charge": 0, "homo_energy_ev": -9.9, "e_lumo_ev": 0.56, "gap_ev": 10.47, "smiles": "CC[C@@H]1N=C1O", "species": ["N", "H", "H", "C", "C", "H", "H", "H", "H", "H", "C", "O", "C"], "coordinates": [[0.8474, -1.5603, -0.1093], [3.1363, -0.2970, 1.3091], [-0.8492, 0.2852, 1.2275], [1.5031, -0.7926, 0.6198], [0.7017, 0.0253, -0.2286], [-0.5344, 1.7081, 0.2332], [-1.5159, 0.5360, -1.7673], [-2.7029, 0.5614, -0.4486], [1.1508, 0.4795, -1.1176], [-1.7759, -0.9160, -0.7894], [-0.6200, 0.6127, 0.2054], [2.3843, -0.8199, 1.6188], [-1.7254, 0.1775, -0.7530]], "forces_ev_per_angstrom": [[0.1, 0.6, 0.3], [0.0, 0.2, 0.4], [0.0, 0.0, -0.2], [-0.2, -0.2, -0.4], [-0.1, 0.1, -0.1], [0.0, -0.2, 0.0], [-0.1, -0.1, 0.1], [0.1, 0.0, 0.0], [-0.1, -0.3, 0.1], [0.0, 0.2, 0.0], [0.0, 0.0, 0.0], [0.3, -0.3, -0.1], [-0.1, 0.0, -0.1]], "nbo_charge": [-0.36, 0.50, 0.21, 0.47, -0.15, 0.21, 0.20, 0.21, 0.18, 0.22, -0.43, -0.66, -0.61]}

Record 4
{"formula": "C4H7NO", "method": "wB97M-V/def2-TZVPD", "total_charge": 0, "homo_energy_ev": -9.3, "e_lumo_ev": 0.94, "gap_ev": 10.24, "smiles": "CN1C[C@H]1C=O", "species": ["H", "C", "C", "N", "H", "H", "H", "H", "O", "C", "C", "H", "H"], "coordinates": [[2.0957, 0.7359, 0.0501], [-0.7668, 1.2854, 0.4302], [-1.1782, -1.1694, -0.2583], [0.1005, 0.4033, -0.4428], [-0.0934, -0.4637, 1.5429], [1.6567, -1.0085, 0.0790], [-1.6099, 1.7005, -0.1226], [-0.4737, 1.9531, 1.2657], [-0.6701, -2.2722, -0.2746], [1.5210, -0.0391, -0.4381], [-0.6774, -0.1524, 0.6781], [1.9117, -0.1974, -1.4569], [-1.8607, -0.7696, -1.0312]], "forces_ev_per_angstrom": [[0.6, 0.0, 0.2], [0.3, 0.1, -0.4], [-0.4, -0.7, 0.3], [0.5, 0.7, 0.5], [-0.2, -0.2, -0.1], [-0.4, 0.6, -0.1], [0.2, -0.2, -0.1], [0.6, -0.6, -0.7], [-0.5, 0.1, -0.1], [0.0, 0.6, 0.2], [0.1, -0.5, 0.0], [-0.5, 0.4, 0.3], [-0.1, -0.3, 0.1]], "nbo_charge": [0.20, -0.23, 0.42, -0.37, 0.21, 0.22, 0.21, 0.22, -0.59, -0.42, -0.20, 0.21, 0.13]}

Record 5
{"formula": "C4H7NO", "method": "wB97M-V/def2-TZVPD", "total_charge": 0, "homo_energy_ev": [-8.6, -9.0], "e_lumo_ev": [-0.30, -0.21], "gap_ev": [8.33, 8.79], "species": ["C", "N", "H", "H", "H", "H", "H", "C", "C", "O", "H", "C", "H"], "coordinates": [[1.8142, -0.6605, -0.5409], [0.9628, -0.2102, 0.4285], [-1.6520, 1.8261, 1.0488], [0.8608, -0.7830, 1.2595], [-1.2312, 0.2539, 1.9115], [0.2471, 1.5615, -0.4680], [1.7401, -0.0699, -1.4772], [-1.0838, -0.2918, -0.9700], [-0.1096, 0.6614, 0.0383], [2.5805, -1.5871, -0.3780], [-2.1671, -0.1977, -0.9501], [-1.1011, 0.8779, 1.0343], [-0.8415, -1.3844, -0.9347]], "forces_ev_per_angstrom": [[0.3, -0.4, 0.6], [0.4, 0.3, -0.3], [0.0, -0.6, -0.3], [0.0, 0.1, -0.2], [0.2, -0.2, -0.3], [0.0, -0.3, 0.0], [0.1, -0.2, 0.2], [0.5, 0.3, 1.7], [-0.7, -1.4, -1.8], [-0.2, 0.4, -0.3], [0.0, 0.8, -0.4], [-0.7, 0.3, 0.6], [0.1, 0.9, 0.4]], "nbo_charge": [0.54, -0.62, 0.21, 0.41, 0.20, 0.22, 0.12, -0.36, -0.14, -0.59, 0.18, -0.31, 0.17]}

Record 6
{"formula": "C4H7NO", "method": "wB97M-V/def2-TZVPD", "total_charge": 0, "homo_energy_ev": -10.8, "e_lumo_ev": 0.87, "gap_ev": 11.64, "smiles": "CCOCC#N", "species": ["C", "O", "C", "H", "H", "H", "H", "H", "H", "N", "C", "H", "C"], "coordinates": [[-0.4002, -2.2716, -0.0908], [-0.3495, -0.0307, 0.7920], [0.2161, 0.4884, -0.4059], [-0.5972, -1.6751, 1.9245], [0.5591, 2.4875, 0.3426], [1.0317, -1.5104, 1.2431], [0.2826, 2.3899, -1.4106], [-0.2546, 0.0060, -1.2733], [-1.0782, 2.2025, -0.2828], [-0.6443, -2.9587, -0.9857], [-0.0401, -1.3699, 1.0340], [1.2921, 0.2577, -0.4489], [-0.0175, 1.9844, -0.4382]], "forces_ev_per_angstrom": [[-0.1, -0.4, -0.5], [-0.1, 0.0, 0.0], [0.1, 0.1, -0.3], [0.1, 0.0, -0.2], [-0.1, -0.1, -0.1], [-0.1, 0.0, -0.1], [0.0, -0.1, 0.2], [0.0, 0.0, 0.1], [0.1, 0.0, 0.0], [0.2, 0.5, 0.7], [0.1, -0.2, 0.1], [-0.1, 0.0, 0.1], [0.0, 0.0, 0.0]], "nbo_charge": [0.24, -0.51, -0.07, 0.23, 0.21, 0.21, 0.22, 0.18, 0.22, -0.31, -0.16, 0.16, -0.62]}

Record 7
{"formula": "C4H7NO", "method": "wB97M-V/def2-TZVPD", "total_charge": 0, "homo_energy_ev": -8.5, "e_lumo_ev": 0.95, "gap_ev": 9.43, "species": ["H", "H", "H", "H", "N", "C", "H", "H", "C", "C", "O", "H", "C"], "coordinates": [[1.1045, -1.3933, -0.8726], [1.5746, 1.3225, 0.6079], [2.8627, 0.0668, 0.1845], [-2.7739, 0.1959, -0.5676], [-1.1613, 0.8330, 0.4711], [1.8117, 0.2880, 0.3625], [-0.6604, 0.6007, 1.3304], [-0.6321, 0.4671, -1.5597], [-0.5781, 0.0018, -0.5753], [-2.1875, -0.1569, 0.3084], [1.1075, -0.6919, 1.1220], [-1.2539, -0.9750, -0.5640], [0.7863, -0.5586, -0.2477]], "forces_ev_per_angstrom": [[0.0, 0.1, 0.1], [0.0, -0.2, 0.0], [-0.2, 0.0, 0.0], [0.1, -0.1, 0.1], [0.0, -0.1, 0.2], [0.2, 0.2, 0.0], [-0.1, 0.1, -0.1], [0.0, -0.1, 0.1], [0.3, 0.1, -0.2], [-0.1, 0.2, -0.1], [0.0, -0.1, 0.1], [0.0, 0.0, 0.0], [-0.1, -0.1, -0.2]], "nbo_charge": [0.20, 0.19, 0.19, 0.12, -0.63, -0.11, 0.37, 0.23, -0.23, -0.13, -0.48, 0.24, 0.05]}

Record 8
{"formula": "C4H7NO", "method": "wB97M-V/def2-TZVPD", "total_charge": 0, "homo_energy_ev": -9.5, "e_lumo_ev": 0.35, "gap_ev": 9.81, "species": ["O", "N", "H", "C", "H", "H", "C", "C", "H", "H", "H", "H", "C"], "coordinates": [[0.9195, 1.4334, -1.0318], [2.2346, -0.1892, 0.1010], [1.6761, -1.1566, 0.7561], [-1.3700, 0.5404, 0.5655], [3.1272, 0.2013, -0.2589], [-1.8499, 0.1751, 1.4664], [1.1343, 0.4440, -0.3245], [-1.3760, -0.3566, -0.6446], [0.2986, -1.2957, 0.9761], [-1.8594, -1.3238, -0.5569], [-1.4005, 1.6173, 0.4316], [-1.4115, 0.0863, -1.6356], [-0.1229, -0.1760, 0.1555]], "forces_ev_per_angstrom": [[1.6, -0.2, 0.1], [-1.8, -1.7, 1.1], [3.2, 3.4, -2.4], [0.1, -0.2, 0.1], [-0.6, -1.2, 0.9], [0.0, 0.1, -0.1], [-2.0, 0.9, -0.6], [0.1, -0.2, 0.1], [-1.8, 2.8, -2.0], [0.0, 0.2, 0.0], [0.2, -0.2, -0.1], [0.2, 0.0, 0.2], [0.9, -3.7, 2.7]], "nbo_charge": [-0.65, -0.85, 0.43, -0.42, 0.43, 0.23, 0.60, -0.42, 0.09, 0.22, 0.25, 0.24, -0.14]}

Record 9
{"formula": "C4H7NO", "method": "wB97M-V/def2-TZVPD", "total_charge": 0, "homo_energy_ev": -8.7, "e_lumo_ev": 0.96, "gap_ev": 9.70, "smiles": "C1NC[C@H]2O[C@@H]12", "species": ["H", "C", "H", "C", "O", "C", "N", "H", "H", "H", "H", "C", "H"], "coordinates": [[-1.3688, -1.8505, 0.4817], [-0.7002, -0.9581, 0.0791], [-2.1542, 0.4199, 0.8809], [0.0575, 1.2674, 0.0415], [-1.4847, -0.1831, -0.9268], [-1.1627, 0.4571, 0.1921], [0.8140, 0.3563, -0.6807], [1.4410, -0.9164, 1.0747], [0.4740, 1.7138, 0.9737], [1.9062, 0.5337, -0.9102], [0.0633, 2.1231, -0.5347], [0.8243, -1.0419, -0.0523], [1.2904, -1.9214, -0.6190]], "forces_ev_per_angstrom": [[1.6, 2.1, -0.6], [-2.5, -2.5, 1.0], [2.7, 1.6, -0.9], [0.9, 1.2, 2.3], [0.4, -2.7, -2.5], [-3.4, -1.3, 4.4], [8.2, -3.2, -2.3], [-2.1, -0.8, -2.8], [-0.2, -1.0, 0.4], [-3.6, 0.4, 0.8], [-1.1, 2.0, -1.6], [-0.1, 2.4, 1.5], [-0.8, 1.7, 0.4]], "nbo_charge": [0.20, 0.01, 0.20, -0.27, -0.48, 0.05, -0.62, 0.17, 0.17, 0.37, 0.21, -0.25, 0.23]}

Record 10
{"formula": "C4H7NO", "method": "wB97M-V/def2-TZVPD", "total_charge": 0, "homo_energy_ev": -8.6, "e_lumo_ev": 0.77, "gap_ev": 9.40, "smiles": "C=NC/C=C/O", "species": ["H", "H", "H", "C", "O", "H", "C", "H", "H", "N", "C", "H", "C"], "coordinates": [[-0.5251, 2.4766, 0.1784], [-1.7031, -1.6540, 0.9886], [-1.4576, 0.4742, -0.7347], [0.1390, -0.9717, -0.4285], [-2.1218, -1.1254, 0.2967], [2.1912, -0.4176, -0.9979], [-1.1044, -0.4600, -0.3120], [1.7803, -0.2088, 0.7120], [0.2280, -2.0527, -0.4685], [0.8816, 1.2147, -0.6063], [1.3819, -0.1204, -0.3227], [0.1433, 1.1929, 1.3482], [0.1667, 1.6521, 0.3468]], "forces_ev_per_angstrom": [[0.4, 0.3, 0.1], [-0.3, -0.2, -0.2], [0.2, 0.0, 0.4], [-0.2, -0.1, 0.1], [-0.1, -0.5, -0.1], [-0.2, 0.1, 0.0], [0.2, -0.3, -0.3], [-0.1, 0.0, -0.3], [0.1, -0.1, 0.6], [-0.2, 0.3, 0.3], [0.0, 0.0, -0.1], [0.0, 0.0, -0.2], [0.4, 0.4, -0.2]], "nbo_charge": [0.18, 0.48, 0.19, -0.33, -0.68, 0.21, 0.16, 0.17, 0.21, -0.40, -0.27, 0.15, -0.08]}

Record 11
{"formula": "C4H7NO", "method": "wB97M-V/def2-TZVPD", "total_charge": 0, "homo_energy_ev": -7.8, "e_lumo_ev": 0.84, "gap_ev": 8.65, "species": ["H", "C", "H", "C", "H", "O", "C", "N", "H", "H", "H", "H", "C"], "coordinates": [[1.0524, 1.2067, -2.3247], [-1.1838, -1.2448, -0.1999], [-1.3974, -2.0004, 0.5560], [0.6176, 0.3972, -0.6640], [0.9740, -0.1215, 2.1066], [0.6046, 0.4126, -2.0130], [0.3444, 0.3224, 1.3350], [0.0866, -0.6283, 0.1049], [-2.0132, -0.5257, -0.2347], [-0.6196, 0.6355, 1.7325], [-1.1066, -1.7347, -1.1706], [1.6613, 2.0503, 0.4355], [0.9796, 1.2308, 0.3366]], "forces_ev_per_angstrom": [[0.0, 0.0, 0.1], [-0.1, 0.2, 0.1], [0.0, 0.0, -0.1], [0.0, 0.9, 0.3], [-0.1, -0.1, -0.1], [0.1, -0.5, 0.3], [-0.5, -1.3, -1.1], [0.5, 0.2, 0.9], [0.0, 0.0, 0.0], [0.0, 0.1, 0.1], [0.0, 0.0, 0.0], [0.0, 0.2, 0.0], [0.2, 0.3, -0.5]], "nbo_charge": [0.49, -0.42, 0.20, 0.48, 0.19, -0.67, -0.20, -0.42, 0.17, 0.19, 0.21, 0.21, -0.46]}

Record 12
{"formula": "C4H7NO", "method": "wB97M-V/def2-TZVPD", "total_charge": 0, "homo_energy_ev": -9.2, "e_lumo_ev": 0.96, "gap_ev": 10.18, "smiles": "CN1CC(=O)C1", "species": ["H", "H", "C", "C", "N", "H", "C", "C", "H", "H", "O", "H", "H"], "coordinates": [[-0.0510, 1.6342, 0.8073], [-2.0374, -1.1039, -0.5012], [0.4648, 1.1426, -0.0306], [-1.5980, -0.1929, -0.0840], [-0.2773, 0.0183, -0.6414], [1.2346, -1.4816, -1.0677], [1.5544, 0.1569, 0.3867], [0.7376, -0.9776, -0.2307], [0.3853, -1.7343, 0.4855], [0.7962, 1.9048, -0.7446], [2.6099, 0.2411, 0.9475], [-1.5900, -0.2864, 1.0199], [-2.2458, 0.6485, -0.3491]], "forces_ev_per_angstrom": [[0.1, -0.1, -0.1], [0.1, 0.1, 0.0], [0.1, 0.2, 0.1], [-0.2, 0.0, 0.0], [-0.1, 0.0, 0.0], [-0.1, 0.0, 0.1], [0.4, 0.0, 0.2], [0.1, -0.2, 0.0], [0.1, 0.2, 0.0], [-0.1, -0.1, 0.1], [-0.5, -0.1, -0.3], [0.0, 0.0, -0.2], [0.1, -0.1, 0.0]], "nbo_charge": [0.21, 0.21, -0.35, -0.42, -0.42, 0.22, 0.60, -0.35, 0.21, 0.22, -0.50, 0.16, 0.21]}

Record-wise calculated total energy values, in hartree: -286.59767, -286.45477, -286.53525, -286.50153, -286.46395, -286.57598, -286.40619, -286.49131, -286.45045, -286.51234, -286.53581, -286.55825
Record-wise energy relative to the best compared isomer or geometry (same formula, charge and spin) values, in kcal/mol: 21.3, 111.0, 60.5, 81.7, 105.2, 34.9, 141.5, 88.1, 113.7, 74.9, 60.1, 46.1